10
Properties=species:S:1:pos:R:3:forces:R:3 method="wB97M-V/def2-TZVPD" homo_ev=-10.165 total_energy_ha=-588.01834 multiplicity=1 gap_ev=9.0 fmax_ev_per_a=5.30 e_above_lowest_kj_mol=21.1
C 0.498439 -1.539260 0.125853 0.7 0.5 -0.9
C -1.029189 0.355292 -0.234502 3.5 -0.2 -4.0
C 0.198032 -0.148030 0.493306 -1.5 -2.3 2.8
N 0.837368 -2.500898 -0.408627 -0.2 -0.2 0.4
O 1.662428 1.725705 -0.735447 -0.2 0.8 -1.0
P 1.738634 0.890930 0.451996 0.6 -0.8 1.0
H -0.989694 0.061841 -1.376060 -0.1 0.8 2.3
H -1.895782 0.048688 0.160805 -3.1 -1.3 1.5
H -0.899298 1.382377 -0.105996 -0.6 2.0 -0.4
H -0.120942 -0.276641 1.628675 0.9 0.7 -1.8